(1)
16
Properties=species:S:1:pos:R:3 method="wB97M-V/def2-TZVPD" max_force_ev_per_a=1.8 gap_ev=9.233 homo_ev=-8.2 e_above_lowest_kj_mol=256.9 e_lumo_ev=1.0811
C 2.158 -0.393 -0.363
C 0.724 -0.536 0.162
C -0.168 0.126 -0.865
C -0.817 1.264 -0.601
O -1.477 1.344 0.575
C -1.962 -0.048 0.970
H 2.422 0.663 -0.496
H 2.885 -0.842 0.321
H 2.255 -0.883 -1.338
H 0.513 -1.596 0.352
H 0.648 -0.018 1.129
H -0.003 -0.148 -1.892
H -0.800 2.145 -1.257
H -2.157 0.148 2.009
H -2.851 -0.231 0.362
H -1.369 -0.996 0.932

---

(2)
155
Properties=species:S:1:pos:R:3 method="wB97M-V/def2-TZVPD" max_force_ev_per_a=4.2 gap_ev=9.342 homo_ev=-8.9 e_above_lowest_kj_mol=252.9 e_lumo_ev=0.4828 smiles=COC[C@H](C)N.COC[C@H](C)N.COC[C@H](C)N.COC[C@H](C)N.COC[C@H](C)N.COC[C@H](C)N.COC[C@H](C)N.CC(C)O.CC(C)O.CC(C)O
C -9.492 -18.564 15.346
O -8.454 -18.518 14.370
C -8.159 -17.175 13.971
C -7.086 -17.074 12.888
C -6.740 -15.574 12.702
N -7.606 -17.590 11.615
H -9.341 -19.456 15.918
H -10.553 -18.556 15.032
H -9.391 -17.747 16.071
H -9.077 -16.689 13.675
H -7.803 -16.567 14.872
H -6.225 -17.662 13.236
H -6.449 -15.082 13.622
H -7.563 -15.001 12.281
H -5.915 -15.463 11.958
H -8.031 -18.530 11.703
H -8.379 -16.981 11.354
C -6.212 -19.228 16.458
O -5.210 -19.562 15.559
C -4.213 -20.319 16.168
C -3.025 -19.442 16.702
C -2.318 -18.663 15.613
N -2.059 -20.199 17.480
H -5.914 -19.020 17.474
H -6.835 -20.141 16.608
H -6.734 -18.365 16.060
H -4.684 -20.912 17.048
H -3.981 -21.128 15.445
H -3.460 -18.777 17.463
H -1.466 -18.295 16.147
H -2.893 -17.826 15.164
H -1.897 -19.340 14.852
H -1.422 -20.798 16.948
H -2.599 -20.853 18.079
C -4.824 -25.680 11.337
O -5.154 -26.690 12.373
C -5.972 -27.753 11.922
C -7.450 -27.401 12.022
C -7.829 -27.069 13.449
N -8.271 -28.484 11.518
H -3.857 -25.874 10.856
H -4.686 -24.745 11.879
H -5.477 -25.653 10.420
H -5.787 -27.971 10.849
H -5.647 -28.717 12.423
H -7.639 -26.520 11.380
H -8.797 -26.699 13.498
H -7.219 -26.341 13.865
H -7.848 -28.035 14.008
H -8.180 -28.544 10.494
H -9.202 -28.207 11.631
C -4.224 -21.245 12.609
O -5.231 -22.028 13.210
C -6.479 -21.449 12.969
C -7.606 -22.192 13.779
C -7.725 -23.501 13.123
N -8.838 -21.563 13.863
H -3.250 -21.573 12.981
H -4.342 -20.218 12.974
H -4.110 -21.293 11.524
H -6.467 -20.384 13.282
H -6.735 -21.474 11.919
H -7.166 -22.204 14.800
H -6.812 -24.084 13.080
H -7.993 -23.269 12.095
H -8.509 -24.113 13.555
H -8.770 -20.560 13.938
H -9.338 -21.702 12.986
C 0.997 -21.484 15.451
O -0.248 -22.074 15.128
C -0.349 -23.426 15.280
C 0.118 -24.253 14.076
C -0.671 -23.629 12.827
N -0.266 -25.586 14.478
H 0.865 -20.414 15.395
H 1.793 -21.715 14.718
H 1.249 -21.797 16.414
H 0.232 -23.732 16.178
H -1.393 -23.697 15.479
H 1.186 -24.074 13.995
H -0.114 -23.959 11.923
H -0.440 -22.516 12.870
H -1.728 -23.754 12.806
H -0.107 -26.197 13.697
H -1.281 -25.556 14.508
C -4.378 -24.605 14.794
O -3.402 -25.597 15.071
C -4.038 -26.726 15.777
C -2.934 -27.677 16.194
C -3.416 -29.114 16.373
N -2.297 -27.183 17.431
H -4.772 -24.172 15.758
H -5.243 -25.029 14.200
H -3.859 -23.795 14.253
H -4.663 -26.365 16.618
H -4.783 -27.182 15.071
H -2.235 -27.670 15.280
H -2.577 -29.694 16.760
H -3.767 -29.535 15.446
H -4.142 -29.104 17.212
H -2.412 -26.174 17.436
H -1.328 -27.303 17.289
C -7.353 -25.183 17.570
O -6.067 -24.849 17.943
C -5.878 -23.575 18.572
C -4.338 -23.559 18.954
C -3.536 -23.634 17.695
N -4.160 -24.537 20.012
H -7.929 -24.341 17.133
H -7.850 -25.502 18.542
H -7.340 -26.000 16.770
H -6.126 -22.715 17.965
H -6.544 -23.566 19.430
H -3.978 -22.634 19.487
H -2.445 -23.435 17.876
H -3.845 -22.945 16.933
H -3.657 -24.595 17.260
H -4.529 -25.415 19.705
H -3.230 -24.633 20.329
C -10.588 -23.469 11.072
C -11.966 -22.806 11.270
C -12.092 -21.976 12.522
O -12.468 -21.957 10.281
H -10.621 -24.149 10.228
H -10.409 -23.922 12.017
H -9.847 -22.656 10.890
H -12.647 -23.635 11.453
H -13.082 -21.548 12.622
H -11.428 -21.087 12.452
H -11.799 -22.547 13.429
H -12.258 -22.300 9.397
C -0.480 -22.688 8.350
C -1.874 -22.862 8.923
C -2.235 -24.344 8.852
O -2.174 -22.270 10.186
H -0.129 -21.662 8.460
H -0.495 -22.938 7.245
H 0.178 -23.369 8.897
H -2.595 -22.425 8.187
H -2.266 -24.726 7.830
H -3.295 -24.436 9.152
H -1.611 -24.968 9.428
H -1.587 -22.696 10.855
C -3.650 -19.183 9.068
C -4.545 -18.445 10.030
C -3.682 -17.314 10.636
O -5.725 -18.043 9.268
H -2.833 -19.625 9.644
H -3.249 -18.435 8.385
H -4.210 -19.904 8.539
H -4.853 -19.127 10.844
H -3.647 -16.482 9.881
H -2.660 -17.663 10.818
H -4.074 -16.916 11.551
H -6.305 -17.699 9.964

---

(3)
12
Properties=species:S:1:pos:R:3 method="wB97M-V/def2-TZVPD" max_force_ev_per_a=3.9 gap_ev=6.701 homo_ev=-3.4 total_charge=-1 e_above_lowest_kj_mol=219.2 e_lumo_ev=3.3008 smiles=OCCn1op1[S-]
O 1.869 -1.018 -0.955
C 1.061 -0.385 0.101
C -0.362 -0.657 -0.259
N -1.251 0.081 0.578
O -2.532 0.296 -0.003
P -1.634 1.738 0.302
S -1.930 2.803 1.920
H 2.750 -0.540 -1.135
H 1.591 -0.874 0.984
H 1.384 0.628 0.069
H -0.369 -0.388 -1.407
H -0.577 -1.684 -0.192

---

(4)
118
Properties=species:S:1:pos:R:3 method="wB97M-V/def2-TZVPD" max_force_ev_per_a=2.1 multiplicity=4 gap_ev="8.251 / 8.264" homo_ev="-6.4 / -6.5" total_charge=-1 e_above_lowest_kj_mol=76.3 e_lumo_ev="1.8242 / 1.7333"
Cr 0.689 -0.865 -0.241
O 1.384 -1.074 3.805
C 1.626 -1.050 2.606
O 0.736 -0.794 1.720
C 3.049 -1.257 2.131
C 4.013 -1.458 3.096
C 5.366 -1.554 2.776
C 5.775 -1.496 1.438
C 4.821 -1.329 0.475
C 3.427 -1.152 0.758
O 2.645 -0.894 -0.213
N 5.157 -1.308 -0.932
O 4.977 -2.332 -1.551
O 5.578 -0.277 -1.399
N 6.339 -1.721 3.793
O 7.502 -1.886 3.453
O 5.973 -1.690 4.958
H 3.696 -1.526 4.128
H 6.828 -1.576 1.207
F -0.602 8.135 -0.312
C 0.334 7.471 -1.022
F 0.099 7.762 -2.311
F 1.505 8.063 -0.712
C 0.343 6.000 -0.722
C 0.269 5.059 -1.739
C 0.320 3.711 -1.424
C 0.445 3.297 -0.110
C 0.505 4.254 0.904
C 0.457 5.599 0.606
P 0.601 1.531 0.423
C -0.776 1.649 1.637
C -0.819 1.355 2.995
C -2.029 1.394 3.672
C -3.208 1.691 2.998
C -3.185 1.943 1.632
C -1.974 1.935 0.976
C -4.500 1.738 3.761
F -4.513 2.734 4.677
F -4.758 0.616 4.457
F -5.574 1.947 2.983
C 2.289 1.793 1.102
C 2.708 1.812 2.427
C 4.048 1.991 2.732
C 4.978 2.148 1.715
C 4.580 2.099 0.382
C 3.244 1.930 0.088
C 6.426 2.408 2.015
F 6.756 2.248 3.305
F 6.764 3.681 1.704
F 7.262 1.623 1.314
H 0.186 5.376 -2.769
H 0.311 2.975 -2.210
H 0.609 3.941 1.932
H 0.519 6.345 1.387
H 0.064 1.056 3.533
H -2.059 1.171 4.729
H -4.106 2.122 1.098
H -1.954 2.130 -0.088
H 2.013 1.671 3.238
H 4.368 2.000 3.763
H 5.309 2.158 -0.411
H 2.934 1.867 -0.945
F -2.866 -1.645 -5.662
C -2.067 -0.565 -5.562
C -0.819 -0.700 -5.062
N 0.048 0.345 -5.001
C 1.340 0.186 -4.368
C 1.167 0.164 -2.817
O 1.506 1.163 -2.190
O 0.648 -0.871 -2.335
C -0.322 1.614 -5.414
O 0.420 2.565 -5.385
N -1.613 1.705 -5.886
C -2.587 0.718 -6.007
O -3.688 0.973 -6.433
H -0.466 -1.649 -4.685
H 1.951 1.049 -4.642
H 1.801 -0.743 -4.700
H -1.890 2.635 -6.182
N 0.797 -2.779 -0.330
C 0.447 -3.877 -0.422
N 0.157 -5.133 -0.477
C 0.585 -5.994 -1.564
C 1.053 -7.322 -0.954
O 0.057 -7.900 -0.144
C -0.298 -7.044 0.922
C -0.841 -5.708 0.409
H 1.404 -5.528 -2.113
H -0.254 -6.176 -2.247
H 1.966 -7.146 -0.365
H 1.270 -8.053 -1.735
H 0.576 -6.860 1.564
H -1.055 -7.577 1.497
H -1.034 -5.014 1.227
H -1.775 -5.863 -0.144
C -7.634 0.321 0.084
C -6.211 -0.154 0.101
C -5.694 -0.851 1.181
C -4.380 -1.296 1.190
C -3.833 -2.042 2.368
C -3.568 -1.042 0.083
C -4.067 -0.329 -1.010
C -3.204 -0.063 -2.209
C -5.382 0.107 -0.983
C -2.156 -1.571 0.058
O -1.922 -2.761 0.261
O -1.260 -0.703 -0.207
H -8.192 -0.080 0.926
H -8.125 0.018 -0.840
H -7.668 1.409 0.142
H -6.327 -1.059 2.033
H -4.519 -2.007 3.210
H -2.874 -1.624 2.671
H -3.659 -3.081 2.094
H -2.816 -0.999 -2.610
H -2.348 0.551 -1.931
H -3.771 0.444 -2.988
H -5.774 0.654 -1.830

---

It is found that the molecular weight values, taken in the order of the records, are 86.1 804.3 138.1 1206.8 g mol⁻¹.